Below is a molecular structure, C24H39FeN11Sb2, with properties calculated with ωB97M-V/def2-TZVPD.

Cartesian coordinates (Å):
1 Fe -0.62 0.06 0.74
2 C -0.91 -2.13 5.82
3 N -0.55 -1.01 4.94
4 C -0.17 0.27 5.54
5 C -0.60 -1.10 3.61
6 N -0.42 -0.10 2.78
7 N -0.83 -2.38 3.11
8 C -1.26 -2.74 1.85
9 N -1.56 -4.03 1.71
10 N -1.33 -1.88 0.86
11 H -0.99 -1.76 6.83
12 H -0.15 -2.91 5.81
13 H -1.89 -2.54 5.55
14 H -0.01 0.12 6.60
15 H -0.97 1.01 5.43
16 H 0.76 0.64 5.11
17 H -0.37 0.79 3.27
18 H -0.77 -3.13 3.78
19 H -1.60 -4.67 2.50
20 H -1.85 -4.40 0.82
21 H -1.68 -2.32 0.02
22 C -1.34 -1.67 -3.32
23 Sb -0.85 0.06 -2.20
24 C -2.38 1.38 -2.86
25 C 0.81 0.84 -3.33
26 C 1.83 -0.20 -3.69
27 C 1.70 -0.86 -4.91
28 C 2.62 -1.82 -5.31
29 C 3.69 -2.13 -4.48
30 C 3.83 -1.47 -3.27
31 C 2.90 -0.51 -2.86
32 C 3.09 0.13 -1.52
33 Sb 1.95 -0.90 -0.02
34 C 3.32 -1.25 1.57
35 C 1.77 -2.84 -0.85
36 H -1.54 -1.36 -4.34
37 H -2.24 -2.14 -2.92
38 H -0.52 -2.38 -3.31
39 H -2.50 1.23 -3.94
40 H -2.09 2.41 -2.67
41 H -3.33 1.16 -2.37
42 H 1.22 1.68 -2.77
43 H 0.34 1.25 -4.23
44 H 0.89 -0.60 -5.58
45 H 2.51 -2.31 -6.27
46 H 4.43 -2.86 -4.79
47 H 4.68 -1.69 -2.64
48 H 2.80 1.18 -1.48
49 H 4.12 0.06 -1.18
50 H 4.10 -1.92 1.19
51 H 2.82 -1.73 2.41
52 H 3.78 -0.32 1.89
53 H 2.77 -3.25 -1.00
54 H 1.28 -2.78 -1.82
55 H 1.21 -3.48 -0.18
56 N 2.16 2.01 1.36
57 C 1.17 2.70 0.75
58 N 1.47 3.87 0.24
59 C 0.46 4.55 -0.32
60 N 0.71 5.71 -0.89
61 N -0.84 4.13 -0.31
62 C -1.02 2.94 0.19
63 N -0.06 2.12 0.68
64 C -2.41 2.41 0.25
65 C -3.52 3.22 0.06
66 C -4.78 2.64 0.15
67 C -4.88 1.29 0.43
68 C -3.72 0.55 0.61
69 N -2.51 1.10 0.52
70 H 3.01 2.53 1.52
71 H 1.90 1.35 2.08
72 H 1.65 6.08 -0.89
73 H -0.04 6.26 -1.27
74 H -3.38 4.27 -0.16
75 H -5.66 3.24 0.01
76 H -5.84 0.81 0.52
77 H -3.76 -0.51 0.83

Output
- E_HOMO (alpha / beta): -15.47 / -15.47 eV
- E: -3283.70007 hartree
- Frontier orbital gap (alpha / beta): 7.3 / 5.9 eV
- Multiplicity: 6
- Energy above the lowest of the compared OMol25 structures with the same formula, charge and spin: 0.00 kcal/mol
- Charge: +3
- Expectation value of S²: 8.76
- Molar mass: 781.02 g/mol

Below is a molecular structure, C24H40AlO19S in a non-equilibrium geometry, with properties calculated with ωB97M-V/def2-TZVPD.

Cartesian coordinates (Å):
1 C 7.49 0.02 0.28
2 C 6.27 0.50 -0.76
3 O 6.25 -0.16 -1.95
4 O 5.31 1.59 -0.44
5 C 3.93 1.05 -0.27
6 C 2.83 2.20 -0.72
7 C 1.26 1.64 -0.64
8 C 0.32 2.53 0.37
9 C -1.00 1.76 0.96
10 C -1.49 0.45 0.11
11 Al -0.74 -1.35 0.85
12 S 0.61 -2.30 -0.79
13 C 0.05 -1.45 -2.41
14 O 2.13 -1.98 -0.51
15 O 0.45 -3.84 -0.85
16 H 8.20 -0.78 -0.24
17 H 7.06 -0.49 1.24
18 H 8.19 0.95 0.51
19 H 3.79 0.05 -0.87
20 H 3.80 0.90 0.91
21 H 3.08 2.45 -1.86
22 H 2.98 3.20 -0.13
23 H 0.84 1.79 -1.74
24 H 1.30 0.49 -0.40
25 H 0.98 2.86 1.30
26 H -0.03 3.52 -0.18
27 H -0.88 1.46 2.09
28 H -1.89 2.55 0.93
29 H -1.32 0.57 -1.05
30 H -2.67 0.37 0.28
31 H 0.16 -1.16 2.15
32 H -1.93 -2.39 1.12
33 H -1.13 -1.41 -2.39
34 H 0.37 -2.10 -3.34
35 H 0.43 -0.33 -2.47
36 C -4.48 -3.15 -3.17
37 C -4.84 -2.34 -4.38
38 O -4.59 -1.01 -3.98
39 C -3.68 -1.07 -2.96
40 O -3.11 -0.10 -2.49
41 O -3.49 -2.36 -2.54
42 H -4.08 -4.13 -3.43
43 H -5.32 -3.27 -2.49
44 H -4.20 -2.58 -5.24
45 H -5.88 -2.47 -4.67
46 C 3.26 -0.39 5.16
47 C 4.47 0.26 4.57
48 O 3.92 1.33 3.81
49 C 2.70 1.62 4.36
50 O 2.03 2.59 4.06
51 O 2.33 0.68 5.27
52 H 3.46 -0.83 6.14
53 H 2.84 -1.16 4.51
54 H 5.13 0.68 5.33
55 H 5.03 -0.42 3.93
56 C 2.63 -4.97 2.90
57 C 2.83 -3.79 2.01
58 O 3.70 -2.96 2.76
59 C 4.37 -3.78 3.63
60 O 5.32 -3.43 4.31
61 O 3.84 -5.03 3.64
62 H 2.47 -5.89 2.34
63 H 1.80 -4.84 3.60
64 H 3.31 -4.05 1.07
65 H 1.89 -3.27 1.80
66 C -10.26 -1.74 -3.45
67 C -9.40 -2.68 -4.23
68 O -8.12 -2.53 -3.63
69 C -8.33 -2.07 -2.37
70 O -7.46 -1.98 -1.52
71 O -9.63 -1.71 -2.18
72 H -11.29 -2.09 -3.37
73 H -10.25 -0.73 -3.87
74 H -9.72 -3.73 -4.12
75 H -9.36 -2.43 -5.29
76 C 1.47 6.72 0.48
77 C 0.48 7.69 1.03
78 O -0.71 7.36 0.34
79 C -0.59 6.07 -0.07
80 O -1.50 5.41 -0.56
81 O 0.68 5.60 0.13
82 H 2.23 6.43 1.22
83 H 1.97 7.09 -0.41
84 H 0.31 7.55 2.11
85 H 0.77 8.72 0.85

Output
- E_HOMO: -4.95 eV
- E: -3008.56210 hartree
- Frontier orbital gap: 6.5 eV
- Charge: -1
- Molar mass: 691.61 g/mol

Below is 2 unconnected molecules or ions with the total composition C24H40B2F5N2O8S in a non-equilibrium geometry, with properties calculated with ωB97M-V/def2-TZVPD.

Cartesian coordinates (Å):
1 C -2.58 2.41 5.92
2 C -2.68 2.93 4.48
3 N -3.24 1.98 3.50
4 C -2.31 0.86 3.23
5 C -2.85 -0.11 2.18
6 C -1.90 -0.29 0.96
7 S -0.41 -1.22 1.41
8 O 0.32 -0.40 2.33
9 O -0.77 -2.47 2.04
10 C 0.73 -1.42 -0.05
11 F 0.66 -0.29 -0.77
12 F 1.97 -1.49 0.43
13 C 0.43 -2.59 -1.04
14 F -0.15 -3.65 -0.48
15 F 1.63 -3.01 -1.53
16 F -0.27 -2.20 -2.10
17 O -1.67 1.03 0.56
18 B -2.58 1.32 -0.56
19 O -1.65 1.32 -1.75
20 C -3.29 2.83 -0.56
21 C -2.28 3.83 -1.10
22 C -2.42 4.38 -2.34
23 C -1.45 5.25 -2.79
24 C -0.38 5.56 -2.01
25 C -0.27 5.02 -0.75
26 C -1.22 4.15 -0.28
27 O -3.51 0.20 -0.74
28 C -2.77 -0.88 -0.22
29 C -3.75 -2.01 0.12
30 B -4.18 -2.78 -1.22
31 O -4.65 -4.07 -1.14
32 O -4.13 -2.22 -2.48
33 C -4.51 1.54 3.96
34 C -5.66 2.48 3.65
35 O -4.69 0.48 4.54
36 H -3.55 2.33 6.42
37 H -2.02 1.48 6.02
38 H -2.02 3.15 6.50
39 H -3.37 3.78 4.50
40 H -1.72 3.33 4.15
41 H -1.36 1.30 2.97
42 H -2.18 0.29 4.16
43 H -3.00 -1.09 2.66
44 H -3.84 0.19 1.83
45 H -2.15 1.33 -2.57
46 H -4.18 2.83 -1.20
47 H -3.57 3.14 0.45
48 H -3.26 4.13 -2.97
49 H -1.57 5.67 -3.79
50 H 0.39 6.22 -2.38
51 H 0.58 5.26 -0.11
52 H -1.16 3.69 0.70
53 H -2.11 -1.18 -1.05
54 H -4.66 -1.61 0.58
55 H -3.32 -2.74 0.82
56 H -4.67 -4.31 -0.21
57 H -3.23 -2.18 -2.81
58 H -6.09 2.86 4.58
59 H -5.31 3.35 3.09
60 H -6.42 1.97 3.05
61 C 6.46 -4.78 -3.69
62 C 6.99 -3.92 -2.56
63 N 6.96 -2.50 -2.84
64 C 7.69 -1.70 -1.87
65 C 7.18 -1.67 -0.42
66 C 5.66 -1.96 -3.24
67 C 4.49 -2.13 -2.26
68 H 7.00 -4.59 -4.62
69 H 6.58 -5.84 -3.44
70 H 5.40 -4.61 -3.87
71 H 8.04 -4.21 -2.39
72 H 6.45 -4.17 -1.63
73 H 7.76 -0.67 -2.24
74 H 8.73 -2.07 -1.86
75 H 6.30 -1.04 -0.31
76 H 7.96 -1.25 0.23
77 H 6.95 -2.67 -0.05
78 H 5.38 -2.42 -4.19
79 H 5.78 -0.90 -3.48
80 H 4.45 -3.12 -1.81
81 H 3.55 -1.98 -2.79
82 H 4.52 -1.39 -1.46

Output
- E_HOMO: -5.30 eV
- E: -2597.38652 hartree
- Frontier orbital gap: 7.8 eV
- Charge: -1
- Molar mass: 633.27 g/mol

Below is 3 unconnected molecules or ions with the total composition C24H40BClFN2O14P3S in a non-equilibrium geometry, with properties calculated with ωB97M-V/def2-TZVPD.

Cartesian coordinates (Å):
1 C 0.92 0.49 3.48
2 O 1.99 -0.18 2.77
3 C 1.50 -1.24 1.94
4 C 0.67 -0.75 0.65
5 C 1.32 -0.03 -0.57
6 C 2.89 0.27 -0.65
7 B 3.38 1.55 0.22
8 O 4.13 1.28 1.42
9 O 3.16 2.94 -0.12
10 C 0.40 0.38 -1.77
11 N 1.12 1.07 -2.89
12 C 1.13 0.30 -3.95
13 S 0.80 -0.21 -5.50
14 C -1.14 0.10 -1.82
15 P -2.26 0.62 -3.25
16 O -3.76 1.19 -2.60
17 Cl -1.48 2.36 -4.23
18 C -1.74 -0.64 -0.60
19 C -0.84 -1.04 0.63
20 C -1.80 -1.73 1.69
21 O -1.61 -2.19 2.83
22 N -3.12 -1.74 1.06
23 F -4.20 -1.69 1.86
24 C -3.21 -1.14 -0.27
25 O -4.27 -1.13 -0.92
26 H 1.42 1.18 4.27
27 H 0.26 -0.26 4.03
28 H 0.34 1.13 2.73
29 H 2.33 -1.93 1.55
30 H 0.82 -1.91 2.58
31 H 3.26 0.45 -1.73
32 H 3.46 -0.68 -0.30
33 H 3.97 1.98 2.09
34 H 3.35 2.99 -1.09
35 H -3.49 1.56 -1.72
36 O 3.73 -4.04 -2.01
37 P 3.65 -5.54 -1.73
38 O 2.34 -5.48 -0.72
39 C 1.05 -5.32 -1.30
40 C 0.55 -6.62 -1.91
41 O 4.83 -5.57 -0.56
42 C 5.91 -4.65 -0.61
43 C 5.65 -3.50 0.34
44 O 3.60 -7.25 -1.55
45 C 4.32 -8.00 -2.54
46 C 5.82 -7.85 -2.39
47 H 1.08 -4.52 -2.05
48 H 0.38 -5.00 -0.50
49 H 1.16 -6.90 -2.77
50 H -0.49 -6.51 -2.23
51 H 0.62 -7.43 -1.18
52 H 6.09 -4.30 -1.63
53 H 6.81 -5.18 -0.30
54 H 4.69 -3.02 0.15
55 H 6.44 -2.74 0.25
56 H 5.63 -3.85 1.37
57 H 3.99 -7.68 -3.54
58 H 4.04 -9.04 -2.42
59 H 6.14 -6.84 -2.64
60 H 6.34 -8.55 -3.05
61 H 6.13 -8.04 -1.36
62 O -2.77 4.65 2.00
63 P -3.72 5.70 1.42
64 O -3.83 6.62 2.79
65 C -2.75 7.49 3.10
66 C -2.77 8.73 2.24
67 O -5.10 4.81 1.65
68 C -5.07 3.39 1.58
69 C -5.02 2.80 2.98
70 O -4.74 6.86 0.68
71 C -4.76 6.85 -0.75
72 C -5.47 5.63 -1.30
73 H -1.80 6.96 2.99
74 H -2.85 7.77 4.15
75 H -2.57 8.49 1.19
76 H -2.02 9.45 2.57
77 H -3.76 9.21 2.27
78 H -4.23 3.05 0.97
79 H -5.98 3.06 1.08
80 H -4.20 3.21 3.56
81 H -4.91 1.71 2.93
82 H -5.94 3.04 3.52
83 H -3.74 6.91 -1.13
84 H -5.29 7.75 -1.07
85 H -4.89 4.72 -1.11
86 H -5.61 5.71 -2.38
87 H -6.44 5.49 -0.83

Output
- E_HOMO: -9.18 eV
- E: -4108.32030 hartree
- Frontier orbital gap: 7.4 eV
- Molar mass: 770.84 g/mol

Below is a molecular structure, C24H40BN6Sn, with properties calculated with ωB97M-V/def2-TZVPD.

Cartesian coordinates (Å):
1 Sn 0.00 -0.32 -0.17
2 C -2.29 4.52 1.55
3 C -2.24 3.29 0.73
4 C -3.15 2.86 -0.22
5 C -2.66 1.65 -0.72
6 N -1.51 1.36 -0.09
7 N -1.26 2.37 0.79
8 B 0.00 2.40 1.68
9 N 0.00 1.16 2.59
10 N 0.00 -0.10 2.07
11 C 0.00 -0.97 3.10
12 C 0.00 -0.25 4.29
13 C 0.00 1.09 3.93
14 C 0.00 2.28 4.83
15 C 0.00 -2.47 2.91
16 C 1.26 -2.91 2.15
17 C -1.27 -2.91 2.15
18 C 0.00 -3.15 4.28
19 N 1.26 2.37 0.79
20 N 1.51 1.36 -0.09
21 C 2.66 1.65 -0.72
22 C 3.15 2.86 -0.22
23 C 2.24 3.29 0.73
24 C 2.29 4.52 1.55
25 C 3.35 0.82 -1.78
26 C 2.59 -0.45 -2.15
27 C 4.74 0.42 -1.25
28 C 3.50 1.68 -3.04
29 C -3.35 0.82 -1.78
30 C -3.50 1.68 -3.04
31 C -2.59 -0.45 -2.15
32 C -4.74 0.42 -1.25
33 H -3.20 5.07 1.31
34 H -1.43 5.17 1.36
35 H -2.31 4.29 2.62
36 H -4.05 3.36 -0.51
37 H 0.00 3.38 2.35
38 H 0.00 -0.63 5.29
39 H 0.00 1.94 5.87
40 H -0.88 2.90 4.67
41 H 0.88 2.90 4.67
42 H 1.31 -2.47 1.15
43 H 1.29 -3.99 2.05
44 H 2.16 -2.59 2.69
45 H -1.31 -2.47 1.15
46 H -2.16 -2.59 2.69
47 H -1.29 -3.99 2.05
48 H 0.89 -2.87 4.85
49 H 0.00 -4.23 4.15
50 H -0.89 -2.87 4.85
51 H 4.05 3.36 -0.51
52 H 3.20 5.07 1.30
53 H 2.31 4.29 2.61
54 H 1.43 5.17 1.36
55 H 2.49 -1.12 -1.29
56 H 3.13 -0.99 -2.93
57 H 1.59 -0.22 -2.54
58 H 4.64 -0.15 -0.32
59 H 5.35 1.30 -1.05
60 H 5.25 -0.20 -1.98
61 H 2.53 2.02 -3.39
62 H 3.98 1.11 -3.83
63 H 4.11 2.56 -2.83
64 H -2.53 2.02 -3.39
65 H -4.11 2.56 -2.83
66 H -3.98 1.11 -3.83
67 H -1.59 -0.22 -2.54
68 H -3.13 -0.99 -2.93
69 H -2.49 -1.12 -1.29
70 H -5.35 1.30 -1.05
71 H -4.65 -0.15 -0.32
72 H -5.26 -0.20 -1.98

Output
- E_HOMO: -11.90 eV
- E: -1506.17512 hartree
- Frontier orbital gap: 9.8 eV
- Charge: +1
- Molar mass: 542.15 g/mol

Below is a molecular structure, C24H40BN7O8S in a non-equilibrium geometry, with properties calculated with ωB97M-V/def2-TZVPD.

Cartesian coordinates (Å):
1 C -4.57 1.06 0.96
2 B -3.60 2.07 0.13
3 O -3.62 3.42 0.47
4 C -2.72 1.41 -1.07
5 O -3.76 1.19 -2.09
6 S -3.56 2.07 -3.48
7 O -3.34 1.20 -4.62
8 O -4.77 2.85 -3.62
9 O -2.21 2.84 -2.99
10 C -1.61 2.25 -1.79
11 C -0.45 1.35 -2.47
12 C -0.90 -0.13 -2.76
13 O -0.52 -0.92 -1.62
14 C -0.76 3.30 -0.98
15 C -1.32 4.79 -1.01
16 C -0.25 5.86 -1.51
17 C 0.21 6.74 -0.28
18 O 1.40 6.19 0.37
19 C 2.50 7.00 0.14
20 O 2.72 8.01 0.75
21 H -5.47 0.91 0.29
22 H -4.05 0.09 1.19
23 H -4.95 1.58 1.87
24 H -4.33 3.56 1.12
25 H -2.33 0.47 -0.59
26 H -0.25 1.82 -3.48
27 H 0.47 1.28 -1.84
28 H -1.96 -0.26 -3.09
29 H -0.26 -0.50 -3.63
30 H -1.08 -1.70 -1.50
31 H 0.28 3.36 -1.41
32 H -0.61 2.95 0.08
33 H -2.29 4.90 -1.55
34 H -1.54 5.06 0.06
35 H -0.82 6.56 -2.19
36 H 0.65 5.41 -2.00
37 H 0.50 7.76 -0.71
38 H -0.59 6.92 0.47
39 H 3.23 6.74 -0.69
40 C -0.13 -5.35 -0.95
41 C -1.12 -4.36 -0.46
42 N -1.88 -3.59 -0.08
43 H -0.63 -6.30 -1.16
44 H 0.34 -4.99 -1.86
45 H 0.63 -5.51 -0.19
46 C -1.94 -2.17 3.29
47 C -2.21 -0.75 3.62
48 N -2.41 0.36 3.87
49 H -2.42 -2.43 2.35
50 H -0.87 -2.33 3.19
51 H -2.33 -2.81 4.08
52 C 2.23 -5.39 -5.24
53 C 2.30 -5.27 -3.76
54 N 2.37 -5.19 -2.60
55 H 3.23 -5.41 -5.67
56 H 1.72 -6.32 -5.51
57 H 1.68 -4.55 -5.66
58 C 5.59 -6.49 0.28
59 C 4.54 -6.05 -0.66
60 N 3.70 -5.69 -1.39
61 H 6.51 -6.70 -0.27
62 H 5.79 -5.72 1.02
63 H 5.28 -7.40 0.78
64 C 1.68 10.77 -2.01
65 C 0.49 9.90 -2.03
66 N -0.44 9.21 -2.05
67 H 2.52 10.24 -1.58
68 H 1.93 11.08 -3.03
69 H 1.47 11.66 -1.41
70 C 1.82 -4.04 5.40
71 C 1.09 -3.99 4.12
72 N 0.51 -3.95 3.12
73 H 1.96 -3.04 5.79
74 H 1.26 -4.64 6.12
75 H 2.80 -4.50 5.24
76 C 1.82 -8.41 6.47
77 C 1.16 -7.30 7.19
78 N 0.65 -6.44 7.75
79 H 1.50 -9.37 6.89
80 H 1.56 -8.38 5.42
81 H 2.91 -8.33 6.57

Output
- E_HOMO: -8.70 eV
- E: -2346.53932 hartree
- Frontier orbital gap: 8.7 eV
- Molar mass: 597.50 g/mol